(1)
10
Properties=species:S:1:pos:R:3:forces:R:3 method="wB97M-V/def2-TZVPD" multiplicity=1 lumo_energy_ha=0.1485 homo_energy_ev=-2.7672 e_above_lowest_ev=0.572 total_energy_ha=-532.750130 total_charge=-1
S -0.96436 -1.99370 -2.47913 -0.3 -0.2 -0.2
H -0.10273 -3.00964 -2.33427 0.0 0.0 0.1
C 0.43361 1.02624 1.70354 0.3 0.8 -0.3
C 0.48432 0.39928 0.52468 -1.0 -0.6 0.6
N -0.28555 0.49504 -0.59688 -0.4 0.3 -0.5
H -0.11139 1.95571 1.82213 -0.3 -0.1 0.3
H 1.04533 0.64808 2.50843 0.2 0.3 0.0
H 1.15306 -0.42892 0.49185 0.3 -0.9 -0.2
H -0.88990 1.28851 -0.74074 0.0 0.2 0.5
H -0.76239 -0.38061 -0.89961 1.0 0.2 -0.4



(2)
10
Properties=species:S:1:pos:R:3:forces:R:3 method="wB97M-V/def2-TZVPD" smiles=S[C@H]1C[NH2+]1 multiplicity=1 lumo_energy_ha=-0.1359 homo_energy_ev=-14.6353 e_above_lowest_ev=1.115 total_energy_ha=-532.409492 total_charge=+1
C -0.43402 -0.71771 0.70483 0.2 -0.2 1.5
C 0.12588 0.51834 0.21259 2.4 1.4 1.5
N 0.32672 -0.76682 -0.57610 1.9 -0.7 -0.9
S -0.93500 1.65049 -0.61170 -3.0 -2.1 1.4
H -0.01879 -1.16153 1.64468 0.2 0.0 -1.5
H -1.47344 -0.78851 0.75737 -1.6 -0.5 -0.8
H 1.06661 0.89580 0.87007 -2.1 -0.7 -2.2
H 1.26095 -1.17361 -0.44387 -0.4 0.0 -0.1
H 0.08273 -0.83175 -1.62730 -0.6 0.2 2.4
H -0.00163 2.37530 -0.93056 3.0 2.7 -1.3



(3)
11
Properties=species:S:1:pos:R:3:forces:R:3 method="wB97M-V/def2-TZVPD" multiplicity=1 lumo_energy_ha=-0.2718 homo_energy_ev=-12.4379 e_above_lowest_ev=3.094 total_energy_ha=-930.534282 total_charge=+1
C 1.14543 -0.63830 1.91641 -1.4 0.4 0.5
C -1.15088 0.52581 -1.17828 -0.4 1.3 2.7
N 0.14443 0.00500 -1.41963 1.8 -0.6 2.4
S 1.05430 -1.82791 3.09612 0.4 1.5 -0.7
S 1.22271 0.43548 3.22073 0.1 -1.7 -0.8
H 0.83957 -0.51107 0.82570 0.8 -0.4 0.7
H -1.20221 1.43309 -1.75436 -1.2 0.5 -0.1
H -1.98314 -0.18879 -1.32774 0.7 0.4 -0.3
H -1.19823 0.79595 -0.04502 -0.3 -0.1 -1.8
H 0.14503 -0.60191 -2.18607 1.1 -0.6 -1.2
H 0.98299 0.57265 -1.14786 -1.5 -0.8 -1.4



(4)
12
Properties=species:S:1:pos:R:3:forces:R:3 method="wB97M-V/def2-TZVPD" multiplicity=1 lumo_energy_ha=-0.1626 homo_energy_ev=-14.4867 total_energy_ha=-467.622951 total_charge=+1
C -0.42285 -1.92377 0.14559 -0.4 -0.5 -0.1
O 0.62512 -0.94126 0.15546 0.1 0.2 0.5
C 0.47101 0.19962 -0.50029 1.5 0.8 -0.8
O 1.30861 1.07864 -0.32192 -0.9 -1.0 -0.1
Na 2.84478 -0.10788 0.93879 -0.1 0.1 -0.1
H 0.02750 -2.87369 -0.15465 -0.2 0.2 0.1
H -0.82268 -1.99121 1.16205 0.0 0.0 -0.3
H -1.20957 -1.63200 -0.55944 0.2 -0.1 0.2
H -0.28006 0.19964 -1.30575 -0.2 0.3 0.5
O -1.12498 2.60091 -0.13818 1.7 0.3 -0.2
H -1.24498 2.48936 0.81027 -0.1 0.2 0.1
H -0.17190 2.90164 -0.23192 -1.8 -0.5 0.2



(5)
9
Properties=species:S:1:pos:R:3:forces:R:3 method="wB97M-V/def2-TZVPD" smiles=COC multiplicity=1 lumo_energy_ha=0.0414 homo_energy_ev=-9.8586 e_above_lowest_ev=0.628 total_energy_ha=-155.002733
C -1.19542 -0.05517 0.00557 0.2 0.7 -0.5
C 1.16378 -0.04788 -0.00553 0.9 0.0 1.2
H -1.32758 0.47765 0.98406 -0.1 -0.6 -0.6
H -2.04132 -0.75248 -0.23757 0.8 0.8 0.4
H -1.13737 0.75964 -0.78989 -0.2 -1.0 0.7
H 1.22385 0.62689 -0.85016 -0.2 0.4 -0.3
H 2.05597 -0.69965 -0.07803 -0.6 0.1 0.1
H 1.25235 0.50924 0.95948 0.1 0.0 -0.7
O 0.00573 -0.81824 0.01208 -0.8 -0.4 -0.4



(6)
10
Properties=species:S:1:pos:R:3:forces:R:3 method="wB97M-V/def2-TZVPD" smiles=OCCO multiplicity=1 lumo_energy_ha=0.0342 homo_energy_ev=-10.0857 e_above_lowest_ev=1.171 total_energy_ha=-230.237596
O -0.84595 -0.43253 -1.30803 0.1 0.4 0.5
C 0.21775 -0.71451 -0.38082 0.5 -0.2 0.5
C 0.36518 0.28593 0.87378 -0.3 0.0 -0.4
O -0.34928 1.40656 0.42536 -0.6 0.8 0.7
H -0.58873 0.21963 -1.97869 0.1 -0.2 0.6
H -0.06187 -1.71157 -0.04456 0.6 -0.1 0.1
H 1.16057 -0.69679 -0.93130 0.0 -0.3 0.2
H -0.03572 -0.05385 1.85975 -0.1 -0.4 -0.9
H 1.37453 0.65802 1.15921 -0.3 -0.6 -0.9
H -1.23648 1.03911 0.32530 -0.1 0.6 -0.4



(7)
10
Properties=species:S:1:pos:R:3:forces:R:3 method="wB97M-V/def2-TZVPD" multiplicity=1 lumo_energy_ha=0.0325 homo_energy_ev=-10.2250 e_above_lowest_ev=3.566 total_energy_ha=-230.149579
C 1.60994 -0.02940 0.22561 1.5 -12.9 -0.2
C -0.65120 0.53828 0.04797 4.4 -4.1 4.7
H 1.47050 -0.66426 1.19015 0.1 1.3 -1.0
H 2.65290 -0.76725 -0.24568 -3.2 2.4 0.9
H 1.94712 0.80705 0.37780 3.6 9.1 1.8
H -0.22305 0.83873 1.19525 -1.5 -0.4 -3.0
H -0.98638 1.24284 -0.51309 -1.1 5.3 -3.4
H -1.39498 -0.97974 0.62254 0.0 -2.3 1.3
O 0.54801 -0.11836 -0.58124 -3.2 0.9 -0.8
O -1.70032 -0.32297 0.04769 -0.5 0.6 -0.4



(8)
10
Properties=species:S:1:pos:R:3:forces:R:3 method="wB97M-V/def2-TZVPD" smiles="CC=O.O" multiplicity=1 lumo_energy_ha=0.0337 homo_energy_ev=-9.8571 e_above_lowest_ev=0.674 total_energy_ha=-230.255861
O -1.23609 -1.58186 -0.02474 0.5 -0.1 -0.2
C -1.04859 -0.88338 -0.99197 -1.3 0.2 1.0
C -0.00282 0.17555 -1.09283 1.5 -0.6 0.7
H -1.84558 -0.90680 -1.77713 0.6 0.0 -0.2
H 1.04107 -0.24796 -1.15323 -1.1 0.3 -0.2
H 0.02975 0.85697 -0.24461 -0.3 -0.4 0.5
H -0.23823 0.79912 -1.90380 0.1 0.7 -1.5
H 1.44067 -0.00715 2.04336 0.0 0.0 -0.2
H 0.70201 0.88752 2.99657 -0.1 0.2 0.0
O 1.15779 0.90798 2.14837 0.0 -0.2 0.2



(9)
10
Properties=species:S:1:pos:R:3:forces:R:3 method="wB97M-V/def2-TZVPD" smiles=OCCO multiplicity=1 lumo_energy_ha=0.0305 homo_energy_ev=-10.2320 e_above_lowest_ev=0.554 total_energy_ha=-230.260276
O -1.09275 -0.54265 -0.85258 -0.1 0.0 -0.2
C 0.29705 -0.46453 -0.54725 0.3 0.0 0.1
C 0.42825 0.15909 0.83614 0.3 -0.3 0.0
O -0.32859 1.34303 0.90853 -0.2 0.0 0.0
H -1.24206 -0.11608 -1.70196 0.0 -0.1 0.1
H 0.73675 -1.47076 -0.56314 -0.1 0.2 0.0
H 0.82302 0.15352 -1.28531 -0.1 -0.1 0.1
H 0.10561 -0.56775 1.59854 0.0 0.1 -0.1
H 1.47232 0.41887 1.03852 -0.1 -0.1 0.0
H -1.19962 1.08726 0.56851 0.1 0.2 0.1



(10)
11
Properties=species:S:1:pos:R:3:forces:R:3 method="wB97M-V/def2-TZVPD" multiplicity=3 lumo_energy_ha="0.1749 / 0.0957" homo_energy_ev="0.1464 / -3.5246" total_energy_ha=-571.491934 s_squared=2.033 total_charge=-1
C -0.40133 0.14100 1.47699 0.5 -3.9 0.7
C -1.08681 -0.65808 -1.42326 1.8 -0.3 1.7
O 2.06617 1.68883 0.63239 -2.8 1.2 -2.1
O -0.51916 1.84870 -0.62555 1.6 2.0 -0.7
P -0.81654 0.47953 -0.14354 -4.5 0.6 0.5
H -0.64356 0.82805 2.21258 -0.1 1.9 0.8
H -0.50720 -0.85230 2.00869 0.4 0.6 -1.3
H 1.43758 2.49516 0.27070 1.9 -3.3 1.1
H -0.66736 -1.63240 -1.17771 -0.1 -0.5 -0.9
H -0.89488 -0.03679 -2.28305 -0.2 -0.6 -0.9
H 1.53875 0.88070 0.26953 1.4 2.2 1.1



(11)
13
Properties=species:S:1:pos:R:3:forces:R:3 method="wB97M-V/def2-TZVPD" multiplicity=1 lumo_energy_ha=-0.1977 homo_energy_ev=-12.9108 e_above_lowest_ev=2.016 total_energy_ha=-1367.668289 total_charge=+1
C 2.72121 -1.89823 0.45317 0.6 -1.6 1.2
C 1.30471 -1.66503 -2.12719 -0.9 1.9 -0.6
O 3.30766 -2.57658 1.15716 -1.0 1.7 -1.8
O 0.51308 -2.76188 -2.01207 -4.1 0.6 -0.8
P 1.56826 -0.74037 -0.40919 0.1 0.0 0.3
S -0.39849 2.28832 2.48880 0.5 -1.8 -1.3
S 0.14075 -1.22759 1.13121 0.5 -0.7 -1.4
H -0.60038 2.88839 1.30042 -0.1 0.3 0.4
H 2.30168 -1.96054 -2.35190 1.0 -0.3 -0.3
H 1.01396 -0.86050 -2.97279 0.4 -1.5 2.2
H -0.51307 -2.49479 -2.17584 3.6 -1.0 0.6
H -0.66241 3.26755 3.26572 -0.5 1.6 0.9
H 0.00483 0.06865 1.28037 -0.3 0.8 0.5



(12)
11
Properties=species:S:1:pos:R:3:forces:R:3 method="wB97M-V/def2-TZVPD" multiplicity=1 lumo_energy_ha=-0.1361 homo_energy_ev=-14.2704 e_above_lowest_ev=0.289 total_energy_ha=-254.161285 total_charge=+1
Rb 2.84646 -1.51278 -0.27903 -0.2 0.2 0.1
C -0.40242 0.48962 -0.59364 -1.1 0.0 1.1
C -0.58487 -0.58250 0.47846 0.0 0.8 -0.1
O 0.25076 -0.41883 1.62072 0.6 -0.4 -0.5
O 0.89999 0.52764 -1.16389 -0.4 0.2 0.0
H -0.66361 1.43656 -0.10009 0.4 0.1 -0.2
H -1.21852 0.32771 -1.30806 0.4 -0.1 -0.4
H -0.43094 -1.56477 0.03022 0.1 -0.2 0.4
H -1.61340 -0.49004 0.82810 -0.2 -0.3 -0.4
H -0.00714 0.39081 2.07337 0.0 0.0 0.0
H 0.92368 1.39659 -1.58618 0.5 -0.3 -0.2



(13)
11
Properties=species:S:1:pos:R:3:forces:R:3 method="wB97M-V/def2-TZVPD" smiles="O=CO.CS" multiplicity=1 lumo_energy_ha=0.0231 homo_energy_ev=-9.0996 e_above_lowest_ev=0.240 total_energy_ha=-628.460509
C 0.77521 0.04542 2.57693 -0.3 0.5 0.1
S 2.18146 -0.38562 3.60091 0.2 -0.2 0.2
H 0.74286 1.13482 2.57838 0.0 0.0 0.0
H -0.18145 -0.29988 2.95056 0.0 -0.2 0.2
H 0.90105 -0.27871 1.56429 0.1 -0.2 -0.6
H 2.18155 -1.70783 3.38367 0.0 0.0 0.0
O -1.72521 -0.10039 -4.52916 -0.5 -0.2 -0.5
C -1.60202 -0.02916 -3.35096 0.9 0.3 0.9
O -0.73673 0.82006 -2.74794 -0.4 0.3 -0.4
H -2.07671 -0.61397 -2.55923 -0.3 -0.3 -0.2
H -0.46002 1.41526 -3.46747 0.3 -0.1 0.2



(14)
12
Properties=species:S:1:pos:R:3:forces:R:3 method="wB97M-V/def2-TZVPD" smiles=CC(S)(S)OO multiplicity=1 lumo_energy_ha=0.0177 homo_energy_ev=-8.6760 e_above_lowest_ev=3.870 total_energy_ha=-1026.520370
C 1.45284 -0.03393 -0.47674 -1.1 -0.8 1.2
C -0.01819 -0.09154 0.09199 2.5 0.1 3.2
O -2.22051 -0.19054 -0.54906 1.0 -1.1 1.2
O -0.84597 -0.00785 -0.94018 -1.1 -1.0 -2.6
S -0.24146 -1.60647 1.19840 1.1 0.2 0.2
S -0.31314 1.41051 1.14925 0.3 0.1 0.0
H 2.18143 0.17455 0.33879 -0.7 0.3 -0.6
H 1.36327 0.74821 -1.20778 0.8 0.3 -0.5
H 1.75048 -1.01866 -0.86191 -0.3 0.4 -0.3
H -2.62954 0.41170 -1.14086 -0.7 1.0 -1.1
H 0.93660 -1.40132 1.96003 -1.4 -0.1 -1.0
H -1.41579 1.60532 0.43808 -0.3 0.5 0.3



(15)
12
Properties=species:S:1:pos:R:3:forces:R:3 method="wB97M-V/def2-TZVPD" smiles="O=CO.CSS" multiplicity=1 lumo_energy_ha=0.0263 homo_energy_ev=-8.7835 e_above_lowest_ev=0.555 total_energy_ha=-1026.642202
C -2.32907 -1.06800 -1.74908 -0.3 -1.3 -0.3
S -1.53104 0.52977 -1.90500 -2.5 1.3 1.3
S -0.01183 0.34968 -3.09380 1.9 -0.8 -0.8
H -1.60605 -1.65539 -1.18719 -0.4 -0.4 0.2
H -2.57451 -1.60968 -2.67044 0.6 0.4 -0.3
H -3.33520 -1.06862 -1.27832 0.9 0.7 0.3
H 0.87238 -0.15979 -2.18671 -0.1 0.2 -0.4
O 1.53235 0.59373 1.67350 -0.8 -0.2 0.3
C 1.66922 0.82228 2.84441 1.7 0.3 -1.6
O 2.86845 1.24357 3.30762 -1.0 0.0 1.8
H 0.90263 0.73592 3.61359 0.1 0.1 0.2
H 3.54270 1.28652 2.63142 -0.1 -0.1 -0.8



(16)
11
Properties=species:S:1:pos:R:3:forces:R:3 method="wB97M-V/def2-TZVPD" multiplicity=7 lumo_energy_ha="-0.0289 / -0.0314" homo_energy_ev="-6.5937 / -6.5383" e_above_lowest_ev=2.282 total_energy_ha=-888.129380 s_squared=12.010
C 0.63816 1.30408 -1.10320 -0.1 0.2 -0.3
C -0.01373 -0.03263 -0.77374 -0.4 -0.4 0.5
O 1.03025 -1.03647 -0.86993 0.4 -0.7 -0.1
H 1.70124 1.33141 -0.81605 -0.4 -0.1 0.0
H 0.57788 1.53272 -2.18380 0.2 0.1 0.4
H 0.13077 2.11889 -0.56284 0.1 0.1 -0.2
H -0.73809 -0.23546 -1.58931 0.1 0.0 0.0
H 0.74619 -1.84688 -0.42542 0.1 0.4 -0.2
Sm -1.35578 -0.03213 1.41904 -0.2 0.5 0.3
O -1.30803 -1.08704 3.35254 0.0 0.0 -0.7
H -1.40886 -2.01650 3.55272 0.1 -0.1 0.4



(17)
14
Properties=species:S:1:pos:R:3:forces:R:3 method="wB97M-V/def2-TZVPD" multiplicity=1 lumo_energy_ha=0.0200 homo_energy_ev=-9.0717 e_above_lowest_ev=2.094 total_energy_ha=-1177.056533
C -1.23533 -2.60906 -0.53365 1.1 -1.6 1.5
C -0.67868 2.19792 -0.03080 -2.0 -1.7 1.3
O 1.84653 1.48507 0.45082 -1.2 0.1 -0.4
O 0.13550 -0.19342 0.93784 -0.9 0.2 0.7
O 0.59477 0.36104 -1.37558 -0.1 0.4 0.0
O -0.61312 -1.86472 -1.56504 0.5 0.6 -1.0
S 0.89694 -1.26380 -1.52158 -0.6 -0.6 -0.2
S 0.55014 0.92143 0.15411 2.0 -0.1 0.2
H -2.25302 -2.16550 -0.38269 0.9 -0.7 0.0
H -0.59682 -2.59374 0.44059 -1.3 0.2 -1.6
H -1.21906 -3.70855 -0.90705 -0.6 1.8 0.8
H -0.34145 3.05985 0.54442 -0.2 -0.1 -0.2
H -0.84258 2.34754 -1.07387 0.3 0.5 -0.7
H -1.69250 1.72944 0.33720 2.1 1.0 -0.3



(18)
15
Properties=species:S:1:pos:R:3:forces:R:3 method="wB97M-V/def2-TZVPD" smiles="CCS(=O)(=O)O[S@@H](=O)=S" multiplicity=1 lumo_energy_ha=-0.0025 homo_energy_ev=-9.7820 e_above_lowest_ev=0.581 total_energy_ha=-1575.240776
C -0.28770 1.28580 -0.48192 0.1 0.4 -0.1
C -0.49523 -0.19431 -0.65822 0.1 0.0 0.7
O 0.57728 -1.13080 1.53506 0.7 0.4 -0.4
O -1.66381 0.08313 1.75484 0.2 0.4 -0.1
O -1.56840 -2.17087 0.79434 0.0 0.0 -0.3
O 2.79418 -2.04717 2.56030 -1.4 0.7 -0.8
S 0.83400 -1.11468 4.44656 0.0 -0.1 -0.7
S 1.37276 -1.85804 2.78356 -0.7 -1.4 0.7
S -1.01604 -0.86531 0.92617 0.7 -1.4 0.9
H 0.47446 1.46658 0.26929 0.1 0.1 0.1
H 0.02527 1.74876 -1.41548 0.0 0.0 -0.1
H -1.21065 1.75081 -0.14703 0.0 0.1 0.0
H 0.41252 -0.73442 -0.90912 0.0 -0.1 -0.1
H -1.29103 -0.44306 -1.35336 -0.1 -0.1 0.0
H 0.81262 -3.12821 2.58224 0.3 1.1 0.2



(19)
11
Properties=species:S:1:pos:R:3:forces:R:3 method="wB97M-V/def2-TZVPD" smiles=COP(C)#P multiplicity=1 lumo_energy_ha=-0.0040 homo_energy_ev=-8.1899 e_above_lowest_ev=0.798 total_energy_ha=-837.664371
C -0.14906 -1.01253 -1.54238 -3.5 -1.0 0.9
C 0.11094 1.15213 1.61726 3.3 1.5 0.2
O -0.27904 -0.22656 -0.35055 3.2 1.1 -0.3
P 1.05570 0.84235 0.03845 -1.3 -1.9 -1.1
P 2.68788 1.02576 -1.04021 -1.6 0.1 1.4
H -0.94263 -0.51019 -2.16224 0.5 -1.3 0.0
H -0.44122 -2.08786 -1.15555 0.6 2.0 -1.4
H 0.74814 -0.99011 -2.11899 1.1 0.1 0.3
H -0.00234 2.25100 1.68090 -0.3 -0.7 0.4
H -0.73624 0.54744 1.49839 -1.3 -0.3 0.1
H 0.79281 0.77182 2.41394 -0.7 0.5 -0.3



(20)
10
Properties=species:S:1:pos:R:3:forces:R:3 method="wB97M-V/def2-TZVPD" multiplicity=1 lumo_energy_ha=0.0253 homo_energy_ev=-9.4372 e_above_lowest_ev=1.808 total_energy_ha=-553.136990
C -0.70706 -0.55053 -0.10123 -0.8 0.2 -0.6
C 0.50926 0.06444 0.51679 -1.1 3.0 -0.4
O 0.18057 1.98567 0.05896 0.4 -3.7 1.1
S 2.08278 -0.26808 -0.10129 0.5 -0.1 -1.3
H -0.84807 -1.57304 0.28696 0.1 0.3 -0.2
H -0.66951 -0.56961 -1.21710 0.1 0.0 0.9
H -1.61602 0.03457 0.17850 0.6 -0.5 -0.1
H 0.46791 0.01252 1.64095 0.4 0.4 -1.3
H -0.76603 1.85865 0.20977 0.1 0.5 -0.1
H 1.90111 -0.24558 -1.52013 -0.3 0.0 1.9